(1)
57
Properties=species:S:1:pos:R:3:nbo_charge:R:1 method="wB97M-V/def2-TZVPD" largest_force_ha_per_bohr=0.011 lumo_ev=0.76 gap_ha=0.35283 e_above_lowest_kcal_mol=98.7 smiles=C(#CCN1CCOCC1)COCCCOC(c1ccccc1)c1ccccc1
C -3.22 -2.19 0.48 -0.045
C -3.18 -1.28 1.26 -0.021
C -3.18 -0.08 2.09 -0.290
N -3.59 1.13 1.40 -0.424
C -4.97 1.08 0.95 -0.257
C -5.34 2.45 0.37 -0.070
O -4.49 2.81 -0.69 -0.521
C -3.15 2.82 -0.27 -0.071
C -2.72 1.47 0.29 -0.262
H -1.69 1.53 0.66 0.204
H -2.76 0.71 -0.51 0.185
H -2.56 3.08 -1.15 0.192
H -3.01 3.59 0.50 0.164
H -6.35 2.44 -0.03 0.193
H -5.27 3.20 1.17 0.164
H -5.62 0.85 1.79 0.202
H -5.12 0.31 0.17 0.180
H -2.17 0.08 2.48 0.225
H -3.86 -0.23 2.94 0.225
C -3.17 -3.34 -0.41 -0.134
O -1.97 -3.46 -1.16 -0.520
C -0.80 -3.63 -0.40 -0.059
C -0.04 -2.31 -0.18 -0.463
C 1.21 -2.54 0.67 -0.048
O 1.93 -1.38 0.97 -0.534
C 2.73 -0.87 -0.08 0.051
C 1.96 0.02 -1.04 -0.054
C 2.03 -0.17 -2.41 -0.169
C 1.34 0.67 -3.27 -0.221
C 0.59 1.71 -2.76 -0.218
C 0.52 1.91 -1.39 -0.195
C 1.20 1.07 -0.53 -0.216
H 1.16 1.21 0.54 0.220
H -0.06 2.73 -0.99 0.209
H 0.05 2.37 -3.43 0.214
H 1.40 0.52 -4.33 0.213
H 2.62 -0.98 -2.81 0.201
C 3.85 -0.03 0.50 0.062
C 4.94 0.31 -0.30 -0.242
C 5.95 1.11 0.20 -0.192
C 5.89 1.57 1.50 -0.224
C 4.81 1.24 2.30 -0.201
C 3.80 0.44 1.80 -0.243
H 2.96 0.17 2.42 0.229
H 4.76 1.59 3.32 0.211
H 6.68 2.20 1.89 0.212
H 6.79 1.37 -0.43 0.211
H 4.98 -0.05 -1.32 0.210
H 3.17 -1.71 -0.64 0.181
H 0.92 -2.95 1.64 0.186
H 1.87 -3.27 0.17 0.158
H -0.69 -1.59 0.32 0.221
H 0.23 -1.90 -1.15 0.215
H -0.17 -4.32 -0.97 0.182
H -1.03 -4.09 0.57 0.162
H -3.96 -3.25 -1.16 0.219
H -3.34 -4.25 0.19 0.190

(2)
57
Properties=species:S:1:pos:R:3:nbo_charge:R:1 method="wB97M-V/def2-TZVPD" largest_force_ha_per_bohr=0.013 lumo_ev=0.39 gap_ha=0.34297 e_above_lowest_kcal_mol=0.0 smiles="Cc1ccccc1C[C@]1(CO)CCCN(C(=O)CCC(=O)c2ccccc2)C1"
C -0.95 0.67 3.19 -0.637
C 0.08 1.70 2.82 -0.011
C -0.26 3.04 2.92 -0.205
C 0.66 4.05 2.67 -0.215
C 1.96 3.71 2.34 -0.239
C 2.31 2.37 2.23 -0.153
C 1.38 1.36 2.43 -0.046
C 1.81 -0.07 2.24 -0.435
H 1.17 -0.75 2.80 0.240
H 2.83 -0.18 2.61 0.215
C 1.80 -0.57 0.77 -0.033
C 2.92 0.08 -0.06 -0.419
C 2.82 -0.24 -1.55 -0.406
C 1.42 0.08 -2.08 -0.210
N 0.44 -0.64 -1.29 -0.453
C -0.20 -1.78 -1.62 0.715
O -0.76 -2.47 -0.78 -0.670
C -0.26 -2.16 -3.09 -0.491
H 0.73 -2.16 -3.54 0.226
C -1.20 -1.23 -3.89 -0.490
C -2.61 -1.36 -3.36 0.582
O -3.44 -2.02 -3.95 -0.526
C -2.91 -0.72 -2.05 -0.188
C -3.75 -1.40 -1.18 -0.134
C -4.04 -0.88 0.07 -0.214
C -3.50 0.34 0.44 -0.193
C -2.68 1.04 -0.43 -0.246
C -2.38 0.51 -1.67 -0.126
H -1.76 1.08 -2.35 0.201
H -2.28 2.00 -0.14 0.218
H -3.73 0.76 1.42 0.216
H -4.68 -1.42 0.75 0.218
H -4.16 -2.35 -1.49 0.231
H -1.19 -1.53 -4.93 0.239
H -0.86 -0.19 -3.81 0.213
H -0.66 -3.17 -3.14 0.247
C 0.46 -0.24 0.10 -0.261
H -0.36 -0.74 0.61 0.252
H 0.29 0.84 0.15 0.216
H 1.34 -0.19 -3.13 0.212
H 1.22 1.15 -1.97 0.197
H 3.05 -1.29 -1.73 0.201
H 3.55 0.36 -2.10 0.215
H 3.89 -0.23 0.32 0.214
H 2.84 1.17 0.06 0.214
C 1.99 -2.11 0.83 -0.064
H 2.13 -2.51 -0.18 0.159
O 0.94 -2.77 1.47 -0.743
H 0.18 -2.81 0.85 0.501
H 2.89 -2.33 1.41 0.180
H 3.33 2.11 2.00 0.198
H 2.70 4.47 2.17 0.211
H 0.37 5.08 2.75 0.212
H -1.26 3.31 3.22 0.205
H -1.25 0.07 2.33 0.223
H -0.56 0.00 3.95 0.224
H -1.84 1.16 3.59 0.213

(3)
59
Properties=species:S:1:pos:R:3:mulliken_spin:R:1 method="wB97M-V/def2-TZVPD" largest_force_ha_per_bohr=0.007 lumo_ev="-9.05 / -12.87" multiplicity=3 gap_ha="0.30009 / 0.15963" charge=+3
Au -0.48 0.15 0.19 0.465
C 1.51 2.56 -0.51 -0.001
C 1.96 1.17 -1.00 0.006
N 1.66 0.11 0.00 0.174
C 2.41 0.25 1.28 -0.006
C 1.58 -0.22 2.45 0.002
N 0.20 0.30 2.38 0.242
C -0.04 1.71 2.75 0.011
C 0.53 2.77 1.79 0.001
N 0.31 2.48 0.36 0.075
H 2.31 3.06 0.03 0.001
H 1.29 3.17 -1.38 0.003
H 1.44 0.91 -1.92 0.000
H 3.03 1.18 -1.23 0.011
H 1.86 -0.80 -0.42 -0.001
H 3.33 -0.34 1.22 0.004
H 2.72 1.28 1.38 -0.002
H 1.51 -1.31 2.45 0.000
H 2.06 0.08 3.39 0.007
H -0.42 -0.29 2.93 -0.013
H -1.12 1.82 2.84 0.000
H 0.39 1.91 3.74 0.006
H 0.05 3.71 2.06 0.000
H 1.59 2.90 1.97 0.000
H -0.43 3.06 -0.01 -0.003
C -5.30 4.29 -0.11 0.001
C -4.57 3.86 0.99 0.002
C -3.94 2.62 0.96 0.000
C -4.04 1.83 -0.18 0.014
C -4.77 2.26 -1.29 0.001
C -5.40 3.50 -1.24 0.003
Sb -3.09 -0.03 -0.08 0.027
C -3.98 -1.03 1.51 0.007
C -3.25 -1.95 2.26 -0.001
C -3.86 -2.60 3.33 0.001
C -5.19 -2.33 3.63 -0.002
C -5.92 -1.42 2.88 0.001
C -5.32 -0.76 1.81 -0.005
C -3.87 -1.08 -1.79 0.300
C -3.62 -0.63 -3.11 -0.027
C -4.16 -1.31 -4.16 0.229
C -4.98 -2.48 -3.93 0.265
C -5.24 -2.93 -2.61 0.070
C -4.70 -2.25 -1.57 0.107
H -5.79 5.25 -0.08 0.000
H -4.51 4.47 1.88 0.000
H -3.41 2.27 1.84 0.002
H -4.87 1.65 -2.18 0.008
H -5.98 3.84 -2.09 0.001
H -2.22 -2.18 2.01 -0.003
H -3.30 -3.32 3.91 0.000
H -5.66 -2.84 4.46 0.000
H -6.95 -1.22 3.12 0.000
H -5.89 -0.03 1.25 -0.001
H -3.01 0.24 -3.29 0.004
H -3.98 -0.99 -5.18 0.006
H -5.41 -3.00 -4.77 -0.001
H -5.86 -3.81 -2.46 0.007
H -4.89 -2.57 -0.55 0.001

(4)
62
Properties=species:S:1:pos:R:3:mulliken_spin:R:1 method="wB97M-V/def2-TZVPD" largest_force_ha_per_bohr=0.074 lumo_ev="-5.78 / -10.37" multiplicity=3 gap_ha="0.30596 / 0.14151" charge=+2
Au 11.20 9.26 8.24 0.308
C 8.96 6.83 8.28 0.027
P 10.66 7.01 8.85 0.302
C 11.00 6.79 10.63 0.008
C 11.76 5.75 7.92 0.008
C 12.87 6.47 7.13 0.006
P 13.25 8.20 7.74 0.332
C 14.34 8.25 9.21 0.021
C 14.08 9.07 6.32 0.006
H 8.29 6.07 8.74 0.017
H 9.07 6.55 7.19 -0.006
H 8.51 7.84 8.29 -0.011
H 10.76 5.76 10.97 0.018
H 10.40 7.44 11.23 -0.001
H 12.02 7.05 10.82 -0.002
H 11.09 5.11 7.35 0.001
H 12.13 5.17 8.76 0.001
H 12.54 6.60 6.05 -0.002
H 13.83 5.94 7.16 0.008
H 15.34 8.49 8.84 0.003
H 14.43 7.21 9.61 0.000
H 13.85 8.91 9.92 0.005
H 14.93 8.55 5.94 0.018
H 14.39 10.02 6.76 -0.003
H 13.38 9.25 5.49 0.004
O 12.68 11.17 9.71 0.154
S 11.81 11.21 10.90 -0.036
O 12.45 11.74 12.09 0.038
O 11.29 9.83 11.18 0.010
C 10.49 12.38 10.64 -0.005
C 10.03 13.10 11.81 0.009
C 8.80 13.73 11.73 -0.002
C 8.12 13.77 10.51 0.010
C 8.60 13.14 9.37 0.007
C 9.74 12.33 9.45 0.027
P 10.07 11.31 7.97 0.219
C 10.92 12.56 6.96 0.087
C 12.25 12.85 7.28 0.042
C 12.98 13.68 6.44 -0.022
C 12.31 14.25 5.29 0.087
C 10.95 14.05 5.11 0.014
C 10.25 13.18 5.98 0.013
C 8.55 10.84 7.07 0.107
C 8.64 10.30 5.78 0.076
C 7.53 9.61 5.31 -0.024
C 6.34 9.51 5.99 0.104
C 6.22 10.18 7.24 -0.011
C 7.34 10.73 7.84 0.031
H 10.66 13.19 12.67 -0.001
H 8.31 14.15 12.65 0.000
H 7.21 14.32 10.43 0.002
H 8.17 13.36 8.38 -0.003
H 12.73 12.55 8.26 0.002
H 14.03 13.90 6.47 0.000
H 12.88 14.79 4.61 0.002
H 10.32 14.54 4.34 0.000
H 9.19 12.99 5.78 -0.001
H 9.63 10.29 5.30 -0.003
H 7.61 9.14 4.34 0.000
H 5.44 8.99 5.62 0.001
H 5.28 10.09 7.84 0.000
H 7.29 11.05 8.89 -0.003